## i
This record from the Open Molecules 2025 dataset describes a structure of composition CH5OP. The level of theory is ωB97M-V/def2-TZVPD.

The total charge is 0. The orbital gap (alpha / beta) is 8.792 / 8.800 eV.

Cartesian coordinates (Å):
C: -0.73 0.60 0.05
O: 2.57 0.47 -0.10
P: 0.55 -0.69 -0.04
H: -0.50 1.23 0.92
H: -0.65 1.23 -0.84
H: -1.73 0.19 0.13
H: 0.29 -1.55 1.01
H: 0.21 -1.48 -1.14

=====

## ii
This record from the Open Molecules 2025 dataset describes a cluster of 2 separate species, CH5OP in total. The level of theory is ωB97M-V/def2-TZVPD.

The total charge is 0. The orbital gap (alpha / beta) is 8.482 / 8.073 eV.

Cartesian coordinates (Å):
C: 0.34 1.31 -0.43
O: 1.34 -1.96 1.58
P: 0.24 -1.88 0.37
H: 0.20 1.72 0.58
H: -0.57 0.93 -0.86
H: 1.29 1.06 -0.94
H: 2.24 -2.21 1.15
H: -0.52 -0.81 1.01

=====

Which one is most stable, and which one is least stable? ii is the most stable of them, while i is the least stable.

=====

## i
This record from the Open Molecules 2025 dataset describes a cluster of 2 separate species, CH5OP in total. The level of theory is ωB97M-V/def2-TZVPD.

The total charge is 0. The orbital gap (alpha / beta) is 7.960 / 8.022 eV.

Cartesian coordinates (Å):
C: 0.24 0.64 -0.14
O: -3.61 0.44 0.00
P: -1.06 -0.65 0.00
H: -0.06 1.36 -0.90
H: 0.33 1.17 0.81
H: 1.19 0.19 -0.40
H: -0.79 -1.44 -1.11
H: -0.56 -1.49 0.99

=====

## ii
This record from the Open Molecules 2025 dataset describes an isolated molecule of CH5OP. The level of theory is ωB97M-V/def2-TZVPD.

The total charge is 0. The orbital gap is 11.040 eV.

Cartesian coordinates (Å):
C: 0.19 -0.94 0.16
O: -0.33 1.65 1.11
P: -0.18 0.82 -0.11
H: -0.80 -1.51 0.19
H: 0.78 -1.28 -0.71
H: 0.70 -1.11 1.12
H: 0.80 1.30 -0.82
H: -1.16 1.07 -0.93

=====

## iii
This record from the Open Molecules 2025 dataset describes a cluster of 2 separate species, CH5OP in total. The level of theory is ωB97M-V/def2-TZVPD.

The total charge is 0. The orbital gap is 8.796 eV.

Cartesian coordinates (Å):
C: -1.09 0.46 0.76
O: 1.55 -0.82 -0.22
P: 2.25 -0.29 -1.38
H: -0.23 -0.18 1.19
H: -1.57 0.87 1.72
H: -0.78 1.17 0.02
H: -1.84 -0.26 0.41
H: 1.70 -0.95 -2.50

=====

Which one is most stable, and which one is least stable? ii is the most stable of them, while i is the least stable.

=====

## i
This record from the Open Molecules 2025 dataset describes an isolated molecule of C20H28N4O4. The level of theory is ωB97M-V/def2-TZVPD.

The total charge is 0. The orbital gap is 8.453 eV.

Cartesian coordinates (Å):
C: 1.26 4.64 -3.86
C: 2.53 4.48 -3.04
C: 3.03 5.79 -2.42
C: 2.05 6.52 -1.50
C: 1.90 5.93 -0.10
N: 1.32 4.59 -0.10
C: -0.03 4.52 -0.41
O: -0.71 5.49 -0.64
N: -0.56 3.25 -0.46
C: 0.14 2.10 -0.20
C: -0.46 0.84 -0.28
C: 0.27 -0.30 0.00
C: 1.63 -0.20 0.33
C: 2.22 1.04 0.41
C: 1.49 2.20 0.15
C: 2.13 3.52 0.23
O: 3.29 3.68 0.55
H: 3.27 1.15 0.65
H: 2.22 -1.08 0.51
C: -0.44 -1.61 -0.11
O: -1.37 -1.77 -0.88
N: 0.04 -2.59 0.69
H: 0.70 -2.36 1.41
C: -0.60 -3.88 0.77
H: -1.16 -4.01 -0.16
C: -1.57 -3.95 1.98
N: -2.31 -5.17 2.14
C: -3.24 -5.48 1.08
C: -4.15 -6.62 1.55
O: -3.39 -7.76 1.88
C: -2.45 -7.47 2.88
C: -1.51 -6.35 2.44
H: -0.82 -6.11 3.26
H: -0.93 -6.70 1.57
H: -1.90 -8.39 3.07
H: -2.97 -7.16 3.80
H: -4.84 -6.92 0.76
H: -4.72 -6.28 2.43
H: -3.84 -4.59 0.86
H: -2.73 -5.79 0.15
H: -0.99 -3.78 2.90
H: -2.29 -3.14 1.88
H: 0.16 -4.65 0.85
H: -1.50 0.74 -0.56
H: -1.54 3.19 -0.70
H: 1.26 6.58 0.49
H: 2.88 5.83 0.38
H: 2.41 7.54 -1.36
H: 1.07 6.59 -1.97
H: 3.30 6.46 -3.24
H: 3.95 5.57 -1.86
H: 2.37 3.73 -2.26
H: 3.32 4.10 -3.69
H: 1.01 3.71 -4.36
H: 0.41 4.92 -3.24
H: 1.39 5.41 -4.62

=====

## ii
This record from the Open Molecules 2025 dataset describes an isolated molecule of C20H28N4O4. The level of theory is ωB97M-V/def2-TZVPD.

The total charge is 0. The orbital gap is 9.395 eV.

Cartesian coordinates (Å):
C: -5.45 6.29 -0.19
C: -3.96 6.49 -0.04
O: -3.34 6.34 -1.35
N: -2.72 5.11 -1.41
C: -2.70 4.58 -0.26
C: -2.09 3.23 -0.04
O: -2.07 2.74 1.08
N: -1.57 2.64 -1.13
C: -0.94 1.34 -1.05
C: 0.49 1.41 -0.51
C: 1.17 0.05 -0.43
C: 2.66 0.21 -0.10
C: 3.35 -1.14 0.06
C: 2.62 -2.01 1.07
N: 1.20 -2.13 0.71
C: 0.74 -3.13 -0.11
O: -0.21 -2.96 -0.86
C: 1.39 -4.47 -0.01
C: 1.73 -5.05 1.20
C: 2.26 -6.34 1.22
C: 2.48 -7.05 0.05
N: 3.02 -8.37 0.11
C: 2.12 -6.45 -1.16
O: 2.33 -7.19 -2.29
C: 1.57 -5.18 -1.19
C: 0.53 -0.84 0.63
C: -3.27 5.44 0.83
C: -2.17 5.99 1.74
H: -5.95 6.44 0.77
H: -5.87 6.99 -0.91
H: -5.66 5.27 -0.53
H: -3.73 7.50 0.28
H: -1.63 3.14 -2.01
H: -1.56 0.71 -0.41
H: -0.94 0.90 -2.05
H: 1.07 2.07 -1.16
H: 0.46 1.88 0.48
H: 1.08 -0.46 -1.39
H: 3.15 0.80 -0.88
H: 2.76 0.78 0.83
H: 3.36 -1.66 -0.91
H: 4.39 -1.01 0.37
H: 3.07 -3.00 1.13
H: 2.67 -1.56 2.07
H: 1.56 -4.52 2.13
H: 2.51 -6.82 2.16
H: 2.46 -9.00 -0.44
H: 3.96 -8.40 -0.27
H: 2.00 -6.69 -3.05
H: 1.26 -4.73 -2.13
H: 0.61 -0.36 1.61
H: -0.52 -1.03 0.42
H: -3.99 4.87 1.42
H: -1.66 5.17 2.25
H: -1.44 6.55 1.16
H: -2.60 6.65 2.49

=====

Which one is most stable, and which one is least stable? i is the most stable of them, while ii is the least stable.

=====

## i
This record from the Open Molecules 2025 dataset describes a cluster of 2 separate species, C3H5O2S2 in total. The level of theory is ωB97M-V/def2-TZVPD.

The total charge is -1. The orbital gap is 7.360 eV.

Cartesian coordinates (Å):
C: 2.10 -0.30 -0.49
C: 2.68 -1.08 -1.19
C: 1.57 0.69 0.40
O: -2.01 -0.33 1.96
O: -1.58 0.57 -0.35
S: -4.40 -0.69 -0.02
S: -1.96 -0.58 0.53
H: -3.93 0.42 -0.72
H: 3.20 -1.65 -1.88
H: 1.32 0.32 1.34
H: 2.32 1.51 0.57
H: 0.68 1.11 -0.15

=====

## ii
This record from the Open Molecules 2025 dataset describes a cluster of 2 separate species, C3H5O2S2 in total. The level of theory is ωB97M-V/def2-TZVPD.

The total charge is -1. The orbital gap is 3.638 eV.

Cartesian coordinates (Å):
C: 0.55 -0.18 -1.02
C: 1.36 1.25 -1.14
O: 2.59 1.17 -0.74
O: 0.59 2.21 -1.42
C: -0.37 -0.20 0.23
S: -1.23 -1.74 0.44
S: -2.23 -0.24 3.38
H: 1.34 -0.92 -0.80
H: 0.00 -0.38 -1.87
H: -1.06 0.60 0.18
H: 0.29 -0.09 1.02
H: -1.85 -1.49 1.73

=====

Which one is most stable, and which one is least stable? i is the most stable of them, while ii is the least stable.

=====

## i
This record from the Open Molecules 2025 dataset describes a cluster of 3 separate species, C2H7OS2 in total. The level of theory is ωB97M-V/def2-TZVPD.

The total charge is -1. The orbital gap is 6.168 eV.

Cartesian coordinates (Å):
C: -1.61 2.97 -0.70
O: -2.81 2.96 -0.56
H: -0.89 3.04 0.13
H: -0.61 -3.48 -1.59
H: -1.17 2.89 -1.71
C: 1.13 -1.38 1.16
S: 1.04 -0.18 -0.20
S: 1.37 1.64 0.67
H: 1.82 -0.92 1.88
H: 1.44 -2.32 0.72
H: 0.19 -1.51 1.71
H: 0.10 -3.72 -1.51

=====

## ii
This record from the Open Molecules 2025 dataset describes a structure of composition C2H7OS2. The level of theory is ωB97M-V/def2-TZVPD.

The total charge is -1. The orbital gap is 6.429 eV.

Cartesian coordinates (Å):
S: 1.20 3.20 -0.20
S: 1.12 1.10 0.62
H: 2.01 3.73 0.70
H: 0.62 1.53 1.81
C: -1.05 -0.90 0.16
O: -0.20 -0.53 1.19
C: -0.19 -1.55 -0.93
H: -1.58 -0.01 -0.26
H: -1.93 -1.60 0.41
H: -0.86 -2.00 -1.70
H: 0.47 -2.24 -0.40
H: 0.41 -0.73 -1.41

=====

## iii
This record from the Open Molecules 2025 dataset describes a cluster of 3 separate species, C2H7OS2 in total. The level of theory is ωB97M-V/def2-TZVPD.

The total charge is -1. The orbital gap is 6.234 eV.

Cartesian coordinates (Å):
C: 1.43 -2.73 1.18
O: 2.10 -3.06 0.24
H: 1.82 -2.16 2.03
H: -3.41 0.14 -1.93
H: 0.36 -2.99 1.26
C: -0.03 2.19 -0.65
S: -0.68 1.10 0.60
S: 1.11 0.59 1.54
H: 0.38 1.64 -1.53
H: 0.89 2.69 -0.36
H: -0.89 2.77 -1.04
H: -3.06 -0.17 -1.35

=====

Which one is most stable, and which one is least stable? i is the most stable of them, while ii is the least stable.

=====

## i
This record from the Open Molecules 2025 dataset describes a cluster of 2 separate species, CH7NS in total. The level of theory is ωB97M-V/def2-TZVPD.

The total charge is 0. The orbital gap is 9.042 eV.

Cartesian coordinates (Å):
S: -2.22 -0.94 -0.40
H: -3.11 -1.49 0.44
C: 1.16 0.12 -0.47
N: 0.16 0.59 0.55
H: 1.45 0.91 -1.16
H: 2.04 -0.34 -0.01
H: 0.82 -0.76 -1.00
H: -1.13 -0.09 0.19
H: 0.20 1.60 0.44
H: 0.63 0.40 1.43

=====

## ii
This record from the Open Molecules 2025 dataset describes a cluster of 2 separate species, CH7NS in total. The level of theory is ωB97M-V/def2-TZVPD.

The total charge is 0. The orbital gap is 5.870 eV.

Cartesian coordinates (Å):
S: 2.71 -0.63 1.01
H: 3.29 0.52 1.37
C: -0.67 0.15 -1.03
N: -0.82 -0.08 0.44
H: -0.83 -0.79 -1.55
H: -1.45 0.81 -1.39
H: 0.31 0.57 -1.23
H: 0.01 0.31 0.93
H: -0.83 -1.08 0.63
H: -1.71 0.23 0.82

=====

Which one is most stable, and which one is least stable? i is the most stable of them, while ii is the least stable.